Formula: C32H25N4O2Tc
Source: the Open Molecules 2025 dataset
Level of theory: wB97M-V/def2-TZVPD

```
64
Properties=species:S:1:pos:R:3:forces:R:3
Tc 0.765 1.150 0.308 0.13 -0.29 -0.39
C -0.554 0.790 -3.913 0.01 0.01 0.06
C -0.405 1.250 -2.604 -0.01 -0.02 -0.07
N 0.268 0.568 -1.679 -0.02 0.09 0.13
C 0.836 -0.630 -2.022 0.00 -0.08 -0.05
C 0.725 -1.166 -3.315 0.01 0.01 0.08
C 0.010 -0.413 -4.270 -0.01 0.01 -0.01
C 1.291 -2.442 -3.567 0.00 0.01 0.01
C 1.894 -3.134 -2.551 0.00 0.00 0.00
C 1.979 -2.603 -1.249 0.02 -0.03 -0.02
C 1.477 -1.347 -0.983 -0.06 -0.05 -0.05
N 1.456 -0.678 0.246 -0.02 0.27 -0.02
C 1.355 -1.318 1.498 0.00 -0.12 0.05
C 2.122 -2.335 2.019 0.02 0.04 -0.01
C 1.784 -2.887 3.270 0.00 0.01 0.00
C 0.689 -2.451 3.972 0.03 -0.02 -0.01
C -0.110 -1.398 3.466 0.00 0.03 -0.06
C -1.283 -0.905 4.078 -0.02 0.03 -0.01
C -1.998 0.103 3.475 0.01 0.01 -0.02
C -1.525 0.668 2.289 -0.01 0.03 0.01
N -0.427 0.224 1.689 -0.08 -0.04 0.04
C 0.266 -0.822 2.245 -0.07 -0.03 0.04
H -1.121 1.379 -4.619 0.00 0.00 -0.01
H -0.845 2.189 -2.292 -0.01 0.00 -0.02
H -0.104 -0.798 -5.276 0.00 0.00 -0.01
H 1.220 -2.867 -4.559 0.00 -0.01 -0.01
H 2.308 -4.115 -2.738 0.00 -0.01 0.00
H 2.438 -3.200 -0.476 0.00 0.01 0.01
H 2.996 -2.701 1.499 0.00 -0.01 0.01
H 2.398 -3.681 3.672 0.00 0.00 0.00
H 0.426 -2.911 4.916 -0.01 0.00 0.01
H -1.620 -1.331 5.015 0.00 0.00 0.00
H -2.908 0.489 3.911 0.00 -0.01 0.01
H -2.041 1.499 1.824 -0.01 0.00 0.01
C -0.209 4.103 0.330 0.09 0.07 0.08
O 0.764 3.340 -0.445 -0.18 0.01 -0.05
C 1.375 4.027 -1.501 0.14 0.00 -0.07
C 0.857 5.208 -2.003 -0.02 -0.04 -0.02
C 1.485 5.846 -3.068 -0.02 0.01 0.01
C 2.622 5.314 -3.653 0.01 -0.04 0.01
C 3.152 4.137 -3.151 -0.06 0.05 -0.01
C 2.546 3.512 -2.073 -0.01 0.00 0.09
N 3.135 2.296 -1.582 0.00 -0.04 0.02
C 3.423 2.023 -0.343 -0.19 -0.05 0.02
C 3.399 2.998 0.720 0.09 0.10 0.06
C 4.252 4.113 0.649 -0.03 0.05 0.04
C 4.367 4.947 1.741 0.02 -0.01 -0.06
C 3.614 4.702 2.890 -0.03 -0.03 0.01
C 2.721 3.644 2.953 0.07 0.01 -0.13
C 2.605 2.796 1.860 -0.17 0.01 0.13
O 1.638 1.843 1.856 0.30 0.00 0.16
H -1.091 4.315 -0.270 0.00 -0.02 0.01
H 0.257 5.019 0.690 -0.02 0.01 -0.03
H -0.472 3.481 1.185 0.02 0.01 0.01
H -0.034 5.653 -1.588 -0.01 -0.01 0.01
H 1.065 6.771 -3.440 0.00 0.00 -0.01
H 3.098 5.812 -4.485 0.00 0.00 0.00
H 4.052 3.713 -3.578 0.01 -0.01 0.00
H 3.337 1.585 -2.281 0.01 0.01 -0.01
H 3.707 0.988 -0.155 0.06 0.03 0.06
H 4.862 4.273 -0.231 0.01 0.01 0.00
H 5.054 5.781 1.713 0.00 0.00 -0.01
H 3.716 5.361 3.743 0.00 0.00 0.00
H 2.104 3.479 3.825 -0.01 -0.02 0.00
```
Positions in Å, forces in eV/Å.

Properties
- LUMO level (alpha / beta) (eV) = -10.14 / -10.89
- HOMO-LUMO gap (alpha / beta) (eV) = 6.392 / 6.101
- multiplicity = 4
- HOMO level (alpha / beta) (Ha) = -0.607 / -0.624
- energy (hartree) = -1683.775892
- charge = +3

Here are the Löwdin charges for atoms 1 to 4, given in e:
1. Tc 1.653
2. C 0.008
3. C -0.075
4. N -0.043

***

Formula: C32H25N6O5Zr
Source: the Open Molecules 2025 dataset
Level of theory: wB97M-V/def2-TZVPD

```
69
Properties=species:S:1:pos:R:3:forces:R:3
Zr 8.678 10.718 9.773 1.41 3.01 0.58
O 10.329 13.789 6.765 -0.43 -0.83 0.42
C 10.083 14.954 7.396 -0.82 -0.51 0.11
C 10.327 16.152 6.742 0.03 -0.05 -0.24
C 10.050 17.366 7.342 -0.01 0.48 -0.67
C 9.512 17.421 8.632 1.07 -1.10 -0.13
C 9.339 16.203 9.294 -1.23 0.72 0.58
C 9.456 14.948 8.649 -0.30 0.77 0.36
C 8.816 13.721 9.185 1.44 1.04 3.24
O 9.023 12.587 8.581 -0.59 -2.22 -0.47
N 8.312 13.722 10.419 0.78 2.58 -2.57
N 7.822 12.538 10.745 -1.82 -1.22 3.10
C 7.079 12.574 11.873 1.16 1.08 -1.81
C 6.330 11.480 12.336 -0.73 -1.07 0.73
C 5.594 11.536 13.570 0.31 -0.15 -0.53
C 4.965 10.415 14.074 0.76 -0.05 -0.73
C 4.956 9.238 13.290 -0.38 0.03 0.57
C 5.512 9.209 12.033 0.23 -0.25 0.30
C 6.265 10.290 11.573 -0.73 0.05 0.11
O 6.845 10.160 10.385 0.50 0.25 -0.06
H 9.898 13.086 7.363 0.75 0.78 -1.10
H 10.598 16.053 5.700 0.40 0.28 0.02
H 10.253 18.279 6.754 -0.29 -0.52 0.50
H 9.331 18.378 9.099 -0.02 -0.14 0.21
H 8.985 16.271 10.335 0.00 -0.42 -0.65
H 7.021 13.548 12.411 0.11 -0.74 -0.61
H 5.516 12.474 14.119 0.36 -0.17 -0.11
H 4.600 10.441 15.086 -0.44 -0.09 0.00
H 4.490 8.329 13.677 0.06 0.34 -0.08
H 5.479 8.311 11.424 -0.06 0.13 0.04
O 11.419 12.512 12.962 -1.45 -0.72 -1.52
C 11.456 11.519 13.846 1.13 -0.31 -0.17
C 12.238 11.748 14.982 -0.03 1.75 -0.15
C 12.447 10.775 15.907 0.14 -0.74 1.05
C 11.883 9.491 15.718 -0.71 -0.01 -0.74
C 11.098 9.246 14.580 0.91 0.03 0.58
C 10.924 10.240 13.579 0.16 0.13 0.57
C 10.267 10.000 12.313 -0.37 0.38 0.11
O 10.147 10.973 11.444 -0.89 0.30 -0.30
N 9.745 8.830 12.028 -0.44 -1.13 0.41
N 9.127 8.873 10.849 -0.41 -3.84 -1.19
C 8.596 7.751 10.325 0.79 2.41 1.22
C 8.077 7.838 8.988 -0.40 0.33 -0.96
C 7.450 6.780 8.303 0.11 0.61 0.01
C 6.882 7.069 7.061 -0.51 -0.88 0.06
C 6.905 8.349 6.515 -0.33 0.24 -0.69
C 7.673 9.295 7.171 -0.02 0.55 0.54
N 8.219 9.063 8.388 -0.67 -1.17 -1.26
H 10.857 12.092 12.190 0.98 1.36 1.10
H 12.634 12.790 15.047 -0.22 -1.12 0.21
H 13.026 10.974 16.837 -0.39 -0.13 -0.93
H 12.060 8.719 16.472 -0.22 0.22 -0.41
H 10.670 8.264 14.410 0.03 0.08 0.03
H 8.414 6.860 10.884 0.50 -0.49 0.51
H 7.336 5.776 8.738 0.25 0.63 -0.15
H 6.367 6.243 6.540 0.22 0.66 0.25
H 6.294 8.620 5.613 1.03 -0.39 0.89
H 7.843 10.315 6.774 -0.26 -0.69 0.16
C 12.951 10.829 6.900 -0.86 -0.16 0.34
C 12.887 11.662 8.058 0.63 -0.61 -0.37
C 11.941 11.430 9.047 -1.20 -0.48 -1.93
N 10.990 10.454 8.845 1.00 0.02 0.93
C 11.170 9.559 7.866 0.63 0.38 -0.87
C 12.046 9.733 6.780 0.91 1.82 0.74
H 13.685 11.009 6.090 -0.58 0.07 0.70
H 13.581 12.496 8.213 -0.18 -0.45 -0.24
H 11.845 12.102 9.896 -0.16 -0.26 -0.10
H 10.647 8.632 7.994 -0.71 -0.13 -0.37
H 12.010 9.182 5.832 0.09 -0.27 0.85
```
Positions in Å, forces in eV/Å.

Properties
- LUMO level (eV) = -4.61
- HOMO-LUMO gap (eV) = 5.476
- multiplicity = 1
- HOMO level (Ha) = -0.371
- energy (hartree) = -1986.140348
- charge = +1
- energy above the lowest of the compared OMol25 structures with the same formula, charge and spin (kJ/mol) = 9.04

Here are the Löwdin charges for atoms 1 to 4, given in e:
1. Zr 1.911
2. O 0.039
3. C -0.285
4. C -0.018

***

Formula: C32H26AsF6FeN8O3PS
Source: the Open Molecules 2025 dataset
Level of theory: wB97M-V/def2-TZVPD

```
79
Properties=species:S:1:pos:R:3:forces:R:3
Fe 1.175 -0.713 1.018 0.92 0.31 0.42
N 3.352 5.868 -3.224 -0.01 0.05 -0.06
C 3.242 5.037 -2.103 0.02 -0.04 0.01
C 3.021 3.669 -2.259 0.01 -0.01 0.02
C 2.880 2.852 -1.152 -0.03 0.05 -0.01
C 2.940 3.395 0.122 -0.01 -0.01 0.00
C 3.147 4.753 0.289 -0.04 -0.03 0.01
C 3.303 5.570 -0.818 -0.01 0.00 0.03
S 2.832 2.328 1.533 0.12 -0.06 -0.08
O 2.690 3.154 2.702 0.01 0.02 -0.03
O 3.979 1.464 1.460 -0.04 0.01 -0.03
N 1.499 1.406 1.307 -0.40 -0.03 0.01
C 0.297 2.081 1.413 -0.01 -0.07 0.32
N -0.751 1.300 1.717 0.04 -0.06 0.13
C -1.930 1.881 1.835 -0.04 0.05 -0.05
C -2.112 3.244 1.664 0.04 0.00 0.00
C -0.966 3.963 1.366 -0.09 0.02 0.01
N 0.227 3.406 1.243 0.05 -0.03 -0.20
H 3.688 5.400 -4.051 0.00 0.01 0.01
H 3.856 6.724 -3.055 0.01 -0.02 -0.01
H 2.967 3.244 -3.255 0.00 -0.01 -0.02
H 2.702 1.794 -1.278 -0.01 -0.07 -0.01
H 3.169 5.161 1.289 0.01 0.02 0.05
H 3.464 6.634 -0.688 0.00 0.02 0.01
H -2.763 1.232 2.087 -0.03 -0.04 -0.01
H -3.079 3.713 1.768 -0.01 0.01 -0.01
H -1.004 5.038 1.217 -0.01 0.02 0.01
F 1.124 -1.922 2.931 -0.21 -0.36 -0.03
As 1.271 -3.714 2.660 0.07 0.19 -0.21
F 2.949 -3.625 3.051 -0.18 0.02 -0.02
F 1.409 -5.403 2.297 -0.02 0.24 0.11
F 1.639 -3.295 0.981 -0.11 -0.39 0.39
F -0.422 -3.768 2.270 0.19 0.03 0.05
F 0.888 -3.982 4.326 0.04 0.04 -0.25
N 5.337 -1.311 1.638 -0.04 0.02 0.01
C 4.208 -1.146 0.919 0.19 -0.19 -0.04
O 3.106 -1.135 1.512 -0.04 0.11 0.01
C 4.297 -1.045 -0.511 -0.12 0.13 0.10
C 3.036 -0.794 -1.032 -0.23 -0.15 0.07
N 1.893 -0.614 -1.150 0.15 0.14 -0.50
C 5.498 -1.013 -1.236 -0.02 -0.08 0.00
N 6.510 -1.014 -1.792 0.10 0.04 -0.03
H 6.220 -1.084 1.213 -0.01 -0.01 0.00
H 5.237 -1.174 2.630 0.01 -0.02 -0.01
N -0.374 -1.386 0.520 -0.27 0.10 -0.31
P -1.750 -1.532 -0.176 0.06 -0.13 0.03
C -3.028 -1.972 1.025 -0.11 0.00 -0.08
C -4.248 -2.532 0.654 0.04 -0.01 -0.03
C -5.197 -2.832 1.618 -0.01 -0.02 -0.02
C -4.925 -2.583 2.956 0.01 0.01 0.03
C -3.703 -2.041 3.330 -0.01 0.00 0.00
C -2.752 -1.736 2.367 0.00 0.03 0.01
C -2.318 -0.031 -1.026 0.04 0.07 0.10
C -3.616 0.460 -0.962 -0.05 -0.05 -0.02
C -3.938 1.664 -1.574 0.01 0.00 0.02
C -2.960 2.388 -2.236 0.00 0.01 -0.01
C -1.659 1.904 -2.297 0.00 0.01 -0.01
C -1.337 0.698 -1.698 0.03 0.07 0.03
C -1.757 -2.819 -1.447 -0.09 0.00 -0.01
C -0.895 -3.898 -1.269 0.03 0.00 0.04
C -0.876 -4.922 -2.202 0.01 0.01 0.02
C -1.712 -4.874 -3.309 0.00 -0.03 -0.03
C -2.566 -3.796 -3.493 0.00 0.01 0.00
C -2.586 -2.766 -2.564 0.01 0.01 0.01
H -4.450 -2.753 -0.388 0.00 0.01 -0.01
H -6.142 -3.274 1.328 -0.01 0.00 0.00
H -5.662 -2.826 3.710 -0.01 -0.01 0.02
H -3.481 -1.870 4.374 0.01 0.00 0.03
H -1.784 -1.338 2.643 0.04 0.01 0.01
H -4.379 -0.087 -0.422 -0.01 -0.01 0.02
H -4.950 2.044 -1.514 -0.02 0.01 0.00
H -3.206 3.338 -2.693 0.00 0.02 -0.02
H -0.888 2.476 -2.798 0.02 0.02 0.00
H -0.315 0.338 -1.714 0.02 -0.04 -0.01
H -0.236 -3.916 -0.410 0.01 0.01 0.02
H -0.201 -5.755 -2.064 0.01 -0.03 0.00
H -1.690 -5.674 -4.038 0.00 0.00 0.00
H -3.206 -3.750 -4.365 -0.01 0.00 -0.01
H -3.233 -1.911 -2.721 -0.02 0.02 0.00
```
Positions in Å, forces in eV/Å.

Properties
- LUMO level (alpha / beta) (eV) = 2.28 / 1.74
- HOMO-LUMO gap (alpha / beta) (eV) = 7.988 / 7.429
- multiplicity = 6
- HOMO level (alpha / beta) (Ha) = -0.210 / -0.209
- energy (hartree) = -6737.311568
- charge = -1
- energy above the lowest of the compared OMol25 structures with the same formula, charge and spin (kJ/mol) = 63.97

Here are the Löwdin charges for atoms 1 to 4, given in e:
1. Fe 0.968
2. N 0.080
3. C -0.332
4. C -0.030

***

The lowest multiplicity belongs to which entry? C32H25N6O5Zr